1.
# C37H35ClN2S2ScSi2

C37H35ClN2S2ScSi2 as an isolated structure in a non-equilibrium geometry (ωB97M-V/def2-TZVPD, the Open Molecules 2025 dataset).

Geometry as XYZ:
```
80
Properties=species:S:1:pos:R:3
C -2.599 -0.187 3.271
C -2.918 0.348 1.988
C -2.517 -0.619 1.019
H -3.503 1.245 1.799
C -1.899 -1.718 1.683
C -2.005 -1.466 3.082
H -1.793 -2.193 3.866
H -2.878 0.251 4.233
H -2.755 -0.613 -0.038
H -1.552 -2.633 1.194
Sc -0.469 0.161 2.049
Si -0.938 0.614 -1.753
C -0.976 1.880 -3.185
C -0.064 1.919 -4.244
H 0.817 1.269 -4.236
C -0.287 2.756 -5.358
H 0.406 2.744 -6.207
C -1.382 3.626 -5.368
H -1.546 4.297 -6.220
C -2.252 3.638 -4.265
H -3.086 4.343 -4.222
C -2.061 2.758 -3.186
H -2.771 2.741 -2.350
C -0.956 -0.937 -2.921
C -1.973 -1.042 -3.891
H -2.822 -0.357 -3.850
C -1.861 -1.940 -4.960
H -2.603 -1.935 -5.764
C -0.780 -2.828 -5.004
H -0.679 -3.504 -5.850
C 0.148 -2.840 -3.952
H 0.971 -3.563 -3.952
C 0.044 -1.910 -2.909
H 0.792 -1.917 -2.106
H -2.333 0.601 -1.253
Si 3.002 -0.241 -1.640
C 2.938 -1.952 -0.790
C 1.852 -2.427 -0.016
H 1.212 -1.739 0.530
C 1.601 -3.791 0.110
H 0.669 -4.119 0.569
C 2.551 -4.729 -0.319
H 2.351 -5.802 -0.228
C 3.760 -4.275 -0.854
H 4.508 -5.010 -1.161
C 3.976 -2.895 -1.043
H 4.952 -2.542 -1.390
C 1.696 1.043 -1.269
C 0.396 0.829 -0.519
H 0.439 -0.047 0.133
C -0.373 2.013 -0.132
H -1.235 1.974 0.556
C -0.014 3.283 -0.612
H -0.720 4.123 -0.514
C 1.218 3.463 -1.218
H 1.512 4.466 -1.537
C 2.078 2.372 -1.467
H 3.103 2.594 -1.811
H 4.067 0.422 -1.038
Cl 1.960 0.486 1.979
C -1.615 3.632 2.688
C -0.877 2.942 3.770
N -0.374 1.716 3.713
C 0.228 1.336 4.932
C 0.184 2.332 5.893
S -0.641 3.740 5.340
C 0.721 -0.011 5.100
C 1.372 -0.534 6.207
S 1.778 -2.192 5.974
C 1.024 -2.127 4.383
N 0.508 -0.952 4.092
C 1.102 -3.292 3.468
H -2.604 3.179 2.543
H -1.743 4.684 2.967
H -1.051 3.580 1.752
H 0.599 2.214 6.884
H 1.594 0.036 7.097
H 1.294 -4.196 4.074
H 0.148 -3.414 2.925
H 1.928 -3.163 2.743
```

Energy relative to the best compared isomer or geometry (same formula, charge and spin) in kJ/mol: 0.0
Total charge: +1
Total energy in hartree: -4136.49400
Spin multiplicity: 1
HOMO level (alpha / beta) in eV: -9.769 / -9.393

Here are the Löwdin charges for atoms 1 to 4, given in e: number 1, C, carries -0.14; number 2, C, carries -0.15; number 3, C, carries -0.18; number 4, H, carries 0.12

***

2.
# C37H35IN3O3PtTe

C37H35IN3O3PtTe as an isolated structure (ωB97M-V/def2-TZVPD, the Open Molecules 2025 dataset).

Geometry as XYZ:
```
81
Properties=species:S:1:pos:R:3
Pt -2.009 0.827 -1.242
C -1.105 5.309 -0.408
C -0.323 4.658 -1.504
N 0.629 5.325 -2.102
C 1.333 4.756 -3.103
C 1.110 3.490 -3.565
C 1.949 2.923 -4.681
O 2.521 1.657 -4.326
C 0.084 2.729 -2.935
C -0.142 1.402 -3.394
N -0.790 0.439 -2.802
C -0.651 -0.889 -3.345
C 0.418 -1.223 -4.181
C 0.510 -2.487 -4.737
C -0.435 -3.461 -4.451
C -1.457 -3.175 -3.563
C -1.542 -1.905 -3.019
I -3.032 -1.538 -1.611
C -0.641 3.319 -1.896
O -1.664 2.760 -1.291
H -0.669 6.279 -0.189
H -1.108 4.692 0.493
H -2.146 5.440 -0.706
H 2.116 5.369 -3.532
H 2.726 3.641 -4.943
H 1.346 2.770 -5.580
H 3.455 1.780 -4.133
H 0.326 1.150 -4.334
H 1.202 -0.506 -4.391
H 1.337 -2.711 -5.397
H -0.367 -4.444 -4.896
H -2.181 -3.934 -3.299
C 0.723 -5.776 -1.624
C 0.719 -4.412 -1.000
C 1.609 -3.431 -1.419
C 1.627 -2.165 -0.851
C 2.623 -1.162 -1.378
C 0.723 -1.900 0.191
Te 0.779 0.039 0.976
N -1.159 0.388 0.757
C -2.245 0.922 1.323
O -3.115 1.233 0.421
C -2.614 1.172 2.717
C -1.917 0.635 3.797
C -2.325 0.901 5.092
C -3.437 1.703 5.315
C -4.148 2.228 4.243
C -3.746 1.962 2.948
C 1.345 -0.292 2.966
C 1.635 -1.573 3.424
C 2.122 -1.729 4.711
C 2.307 -0.612 5.513
C 2.027 0.660 5.033
C 1.540 0.856 3.746
C 1.231 2.240 3.246
C -0.180 -2.870 0.658
C -1.138 -2.701 1.810
C -0.168 -4.108 0.026
H 1.309 -5.795 -2.542
H -0.291 -6.110 -1.848
H 1.156 -6.506 -0.938
H 2.303 -3.652 -2.221
H 2.938 -1.445 -2.381
H 3.521 -1.131 -0.755
H 2.223 -0.148 -1.444
H -1.078 -0.025 3.646
H -1.784 0.474 5.925
H -3.757 1.911 6.328
H -5.018 2.845 4.420
H -4.293 2.370 2.110
H 1.520 -2.433 2.780
H 2.361 -2.717 5.081
H 2.686 -0.730 6.519
H 2.191 1.521 5.668
H 1.407 2.977 4.026
H 0.182 2.340 2.945
H 1.862 2.512 2.395
H -1.176 -1.696 2.219
H -0.864 -3.376 2.622
H -2.151 -2.970 1.506
H -0.865 -4.867 0.366
```

Energy relative to the best compared isomer or geometry (same formula, charge and spin) in kJ/mol: 0.0
Total charge: +2
Total energy in hartree: -2505.37897
Spin multiplicity: 2
HOMO level (alpha / beta) in eV: -13.464 / -13.527

Here are the Löwdin charges for atoms 1 to 4, given in e: number 1, Pt, carries 1.12; number 2, C, carries 0.00; number 3, C, carries -0.24; number 4, N, carries 0.15

***

3.
# C37H35InN2O4P2S

C37H35InN2O4P2S as an isolated structure (ωB97M-V/def2-TZVPD, the Open Molecules 2025 dataset).

Geometry as XYZ:
```
82
Properties=species:S:1:pos:R:3
In 1.332 -1.058 -0.453
C -0.484 -1.464 2.301
C 0.963 -1.382 2.668
C 1.385 -1.558 3.995
C 2.715 -1.512 4.282
C 3.666 -1.287 3.264
C 5.047 -1.255 3.546
C 5.935 -1.060 2.530
C 5.473 -0.883 1.214
C 4.131 -0.886 0.891
S 3.705 -0.559 -0.799
C 3.194 -1.099 1.944
N 1.835 -1.145 1.698
H -1.098 -1.731 3.157
H -0.632 -2.220 1.527
H -0.833 -0.503 1.915
H 0.649 -1.739 4.765
H 3.066 -1.659 5.297
H 5.382 -1.386 4.567
H 6.998 -1.035 2.729
H 6.189 -0.713 0.418
O -0.696 -1.039 -0.936
P -1.890 -0.177 -1.339
C -1.383 1.498 -1.806
P 0.044 2.108 -0.862
O 1.139 1.066 -1.041
C 0.503 3.673 -1.561
C 0.824 3.723 -2.922
C 1.266 4.910 -3.479
C 1.395 6.043 -2.682
C 1.078 5.996 -1.333
C 0.631 4.811 -0.765
C -0.379 2.321 0.858
C 0.566 1.905 1.799
C 0.308 2.066 3.154
C -0.885 2.648 3.566
C -1.811 3.094 2.629
C -1.557 2.941 1.276
C -2.697 -0.890 -2.752
C -3.617 -0.140 -3.487
C -4.300 -0.736 -4.534
C -4.073 -2.074 -4.837
C -3.166 -2.821 -4.099
C -2.473 -2.233 -3.052
C -3.085 -0.082 -0.019
C -3.921 1.018 0.161
C -4.875 1.003 1.167
C -5.017 -0.119 1.972
C -4.222 -1.240 1.760
C -3.258 -1.225 0.766
H -2.221 2.196 -1.797
H -1.011 1.422 -2.831
H 0.744 2.835 -3.540
H 1.514 4.953 -4.532
H 1.750 6.968 -3.119
H 1.180 6.882 -0.719
H 0.384 4.774 0.288
H 1.511 1.494 1.465
H 1.043 1.753 3.884
H -1.087 2.774 4.622
H -2.727 3.570 2.956
H -2.269 3.320 0.550
H -3.810 0.900 -3.248
H -5.010 -0.160 -5.112
H -4.609 -2.535 -5.657
H -2.999 -3.863 -4.337
H -1.759 -2.807 -2.473
H -3.853 1.884 -0.487
H -5.515 1.863 1.315
H -5.765 -0.129 2.755
H -4.367 -2.129 2.360
H -2.650 -2.101 0.579
N 3.947 -4.462 -1.400
C 2.652 -5.209 -1.215
C 1.551 -4.176 -0.961
O 0.405 -4.403 -1.261
O 2.054 -3.105 -0.423
H 4.749 -4.929 -0.981
H 3.786 -3.543 -0.943
H 4.154 -4.289 -2.383
H 2.740 -5.840 -0.335
H 2.421 -5.821 -2.080
```

Energy relative to the best compared isomer or geometry (same formula, charge and spin) in kJ/mol: 42.6
Total charge: +2
Total energy in hartree: -3112.18501
Spin multiplicity: 1
HOMO level in eV: -12.576

Here are the Löwdin charges for atoms 1 to 4, given in e: number 1, In, carries 0.74; number 2, C, carries -0.01; number 3, C, carries -0.29; number 4, C, carries 0.01